1.
# C33H25AsCaNO5

A structure of composition C33H25AsCaNO5 (ωB97M-V/def2-TZVPD, the OMol25 dataset).

Element x y z (Å)
Ca (0.132, -0.298, 0.268)
O (0.685, 3.391, 1.423)
C (1.122, 2.385, 0.880)
O (0.685, 1.840, -0.202)
C (2.358, 1.727, 1.540)
C (3.172, 0.858, 0.580)
C (4.551, 0.545, 1.179)
C (4.207, -0.557, 2.214)
C (2.683, -0.586, 2.105)
O (2.498, -0.423, 0.677)
C (2.102, 0.711, 2.708)
C (0.661, 0.543, 3.234)
O (0.405, 0.978, 4.347)
O (-0.153, -0.092, 2.461)
H (2.950, 2.556, 1.923)
H (3.164, 1.187, -0.454)
H (5.235, 0.177, 0.415)
H (4.993, 1.432, 1.633)
H (4.626, -1.519, 1.917)
H (4.541, -0.328, 3.224)
H (2.194, -1.506, 2.419)
H (2.694, 1.012, 3.570)
C (-6.854, -1.410, 1.073)
C (-5.616, -1.870, 1.500)
C (-4.457, -1.249, 1.057)
C (-4.530, -0.156, 0.197)
C (-5.772, 0.303, -0.226)
C (-6.930, -0.325, 0.210)
As (-2.842, 0.665, -0.330)
C (-3.405, 1.951, -1.661)
C (-3.757, 1.694, -2.977)
C (-4.104, 2.745, -3.814)
C (-4.082, 4.047, -3.330)
C (-3.722, 4.307, -2.017)
C (-3.383, 3.260, -1.165)
C (-3.001, 3.383, 0.249)
C (-2.865, 4.571, 0.955)
C (-2.475, 4.540, 2.284)
C (-2.220, 3.333, 2.918)
C (-2.352, 2.139, 2.223)
C (-2.742, 2.171, 0.894)
H (-7.759, -1.898, 1.412)
H (-5.551, -2.716, 2.172)
H (-3.488, -1.616, 1.381)
H (-5.836, 1.155, -0.893)
H (-7.896, 0.035, -0.123)
H (-3.760, 0.676, -3.349)
H (-4.385, 2.553, -4.842)
H (-4.346, 4.868, -3.985)
H (-3.708, 5.328, -1.655)
H (-3.042, 5.523, 0.467)
H (-2.341, 5.470, 2.823)
H (-1.873, 3.311, 3.943)
H (-2.102, 1.206, 2.713)
N (-0.569, -8.093, -1.532)
C (-0.489, -6.963, -1.325)
C (-0.389, -5.555, -1.066)
C (-1.536, -4.767, -0.980)
C (-1.418, -3.408, -0.732)
C (-0.185, -2.751, -0.556)
C (0.940, -3.594, -0.650)
C (0.859, -4.957, -0.898)
H (-2.508, -5.231, -1.108)
H (-2.342, -2.834, -0.679)
H (1.935, -3.173, -0.522)
H (1.753, -5.568, -0.963)

Properties
orbital gap: 8.001 eV
HOMO: -5.48 eV
charge: -1


2.
# C33H25BBrF4N2O3PTc

A structure of composition C33H25BBrF4N2O3PTc (ωB97M-V/def2-TZVPD, the OMol25 dataset).

Element x y z (Å)
Tc (-0.585, 0.713, -1.009)
C (4.999, 0.218, 1.650)
C (4.298, 1.208, 0.976)
C (2.936, 1.068, 0.764)
C (2.261, -0.064, 1.217)
C (2.972, -1.054, 1.891)
C (4.334, -0.910, 2.108)
P (0.441, -0.067, 0.995)
C (-0.058, -1.793, 1.285)
C (0.595, -2.809, 0.585)
C (0.123, -4.110, 0.638)
C (-1.015, -4.401, 1.378)
C (-1.678, -3.392, 2.061)
C (-1.206, -2.089, 2.014)
C (-0.074, 0.881, 2.481)
C (0.690, 0.829, 3.623)
C (0.454, 1.690, 4.708)
C (-0.520, 2.640, 4.620)
C (-1.348, 2.721, 3.479)
C (-2.365, 3.701, 3.407)
C (-3.200, 3.760, 2.329)
C (-3.086, 2.801, 1.312)
C (-2.100, 1.844, 1.334)
C (-1.161, 1.806, 2.405)
H (6.062, 0.328, 1.825)
H (4.811, 2.093, 0.621)
H (2.375, 1.850, 0.265)
H (2.459, -1.933, 2.262)
H (4.874, -1.678, 2.648)
H (1.479, -2.574, 0.002)
H (0.638, -4.895, 0.098)
H (-1.393, -5.415, 1.416)
H (-2.579, -3.620, 2.615)
H (-1.736, -1.297, 2.529)
H (1.514, 0.135, 3.695)
H (1.074, 1.614, 5.592)
H (-0.679, 3.346, 5.426)
H (-2.469, 4.392, 4.235)
H (-3.970, 4.517, 2.267)
H (-3.790, 2.804, 0.488)
F (-0.702, 2.305, -3.526)
C (-1.375, 2.228, -2.302)
F (-1.197, 3.495, -1.720)
H (-2.436, 2.164, -2.563)
Br (5.198, 1.038, -4.614)
C (3.652, 1.005, -3.533)
C (3.180, -0.196, -3.037)
C (2.030, -0.170, -2.275)
N (1.350, 0.948, -2.003)
C (1.847, 2.102, -2.457)
C (2.994, 2.183, -3.222)
H (3.676, -1.129, -3.256)
H (1.642, -1.086, -1.847)
H (1.300, 3.000, -2.201)
H (3.355, 3.138, -3.572)
O (0.050, -0.812, -4.356)
C (-0.841, -1.395, -3.795)
C (-1.679, -2.520, -4.393)
C (-2.606, -2.921, -3.256)
C (-2.242, -1.941, -2.171)
O (-2.878, -1.920, -1.064)
N (-1.255, -1.139, -2.479)
H (-1.024, -3.316, -4.742)
H (-2.211, -2.127, -5.258)
H (-2.470, -3.943, -2.904)
H (-3.664, -2.791, -3.483)
F (-4.944, -1.279, -0.209)
B (-3.793, -0.730, -0.704)
F (-3.988, -0.004, -1.876)
O (-3.215, 0.123, 0.337)
C (-2.132, 0.834, 0.246)

Properties
orbital gap (alpha / beta): 7.332 / 7.509 eV
multiplicity: 4
HOMO (alpha / beta): -7.33 / -7.82 eV


3.
# C33H25BCo2F6O8S

A structure of composition C33H25BCo2F6O8S (ωB97M-V/def2-TZVPD, the OMol25 dataset).

Element x y z (Å)
C (-3.806, 4.013, -1.181)
C (-2.777, 2.921, -1.347)
C (-1.732, 3.003, -2.238)
C (-0.839, 1.882, -2.205)
C (-1.400, 0.728, -1.615)
B (0.221, 1.137, 1.609)
C (1.265, 1.989, 0.906)
C (1.545, 3.148, 1.622)
C (2.644, 3.915, 1.257)
C (3.020, 5.010, 2.210)
F (3.895, 5.881, 1.644)
F (1.905, 5.711, 2.601)
F (3.596, 4.513, 3.362)
C (3.376, 3.633, 0.112)
C (3.004, 2.547, -0.668)
C (3.726, 2.249, -1.954)
F (3.897, 0.899, -2.194)
F (3.002, 2.735, -3.022)
F (4.961, 2.822, -1.989)
C (1.946, 1.727, -0.286)
O (-0.898, 1.757, 2.159)
C (-1.306, 1.008, 3.320)
C (-1.805, -0.422, 2.919)
C (-1.553, -1.377, 4.080)
C (-3.279, -0.380, 2.551)
C (-0.988, -0.929, 1.678)
O (0.241, -0.230, 1.574)
S (-2.763, 1.305, -0.634)
H (-4.136, 4.393, -2.166)
H (-4.701, 3.692, -0.632)
H (-3.407, 4.899, -0.659)
H (-1.612, 3.892, -2.865)
H (0.174, 1.985, -2.549)
H (0.927, 3.419, 2.479)
H (4.248, 4.234, -0.149)
H (1.652, 0.871, -0.897)
H (-0.414, 0.922, 3.987)
H (-2.096, 1.580, 3.849)
H (-1.887, -2.396, 3.815)
H (-0.474, -1.393, 4.303)
H (-2.097, -1.016, 4.968)
H (-3.641, -1.395, 2.321)
H (-3.850, 0.048, 3.387)
H (-3.425, 0.259, 1.664)
H (-0.749, -2.013, 1.738)
H (-1.637, -0.802, 0.788)
O (5.014, -4.842, -2.861)
C (4.081, -4.224, -2.567)
Co (2.683, -3.266, -2.059)
C (2.591, -2.891, -3.784)
O (2.552, -2.727, -4.923)
C (1.439, -4.493, -1.876)
O (0.642, -5.319, -1.759)
C (1.605, -1.386, -1.711)
C (0.567, -1.024, -0.919)
C (-0.787, -0.609, -1.519)
C (-1.813, -1.802, -1.261)
C (-2.955, -1.671, -2.043)
C (-3.917, -2.670, -2.110)
C (-3.811, -3.784, -1.289)
C (-2.645, -3.978, -0.539)
C (-1.607, -3.027, -0.588)
Co (1.954, -2.038, -0.101)
C (3.516, -3.220, -0.283)
O (4.442, -3.649, 0.297)
C (1.492, -3.222, 1.127)
O (1.261, -3.980, 1.986)
C (2.713, -0.932, 1.059)
O (3.184, -0.204, 1.816)
H (2.027, -0.705, -2.461)
H (-0.544, -0.760, -2.630)
H (-3.056, -0.739, -2.599)
H (-4.749, -2.525, -2.794)
H (-4.612, -4.521, -1.283)
H (-2.569, -4.867, 0.083)
H (-0.670, -3.296, -0.061)

Properties
orbital gap: 6.413 eV
HOMO: -7.66 eV


4.
# C33H25BrClN4O10V

A structure of composition C33H25BrClN4O10V (ωB97M-V/def2-TZVPD, the OMol25 dataset).

Element x y z (Å)
V (0.224, 0.104, 0.570)
O (1.501, 1.797, -2.659)
C (1.102, 1.718, -1.532)
N (-0.023, 0.985, -1.090)
C (-1.073, 0.675, -1.993)
O (-1.184, 1.046, -3.120)
C (-2.010, -0.267, -1.324)
C (-3.262, -0.536, -1.809)
C (-4.074, -1.389, -1.076)
C (-3.571, -1.973, 0.079)
C (-2.290, -1.676, 0.493)
N (-1.520, -0.813, -0.199)
C (1.829, 2.304, -0.361)
C (2.685, 3.369, -0.438)
C (3.253, 3.831, 0.745)
C (2.953, 3.197, 1.942)
C (2.096, 2.113, 1.938)
N (1.550, 1.683, 0.796)
H (-3.584, -0.058, -2.725)
H (-5.087, -1.595, -1.399)
H (-4.164, -2.661, 0.667)
H (-1.857, -2.149, 1.360)
H (2.873, 3.834, -1.398)
H (3.916, 4.688, 0.732)
H (3.370, 3.541, 2.879)
H (1.837, 1.586, 2.846)
C (4.009, -4.545, -1.758)
O (3.269, -3.345, -2.041)
C (1.931, -3.398, -1.953)
C (1.218, -4.453, -1.394)
C (-0.169, -4.432, -1.374)
C (-0.875, -3.377, -1.939)
C (-0.174, -2.329, -2.499)
C (1.212, -2.320, -2.474)
N (1.891, -1.219, -3.103)
C (2.922, -0.552, -2.719)
C (3.580, -0.584, -1.420)
C (4.964, -0.427, -1.425)
C (5.705, -0.543, -0.264)
C (5.058, -0.805, 0.935)
C (3.675, -0.901, 0.970)
C (2.932, -0.776, -0.191)
O (1.571, -0.697, -0.061)
H (5.029, -4.346, -2.068)
H (3.615, -5.386, -2.327)
H (3.988, -4.769, -0.691)
H (1.748, -5.303, -0.984)
H (-0.703, -5.263, -0.930)
H (-1.958, -3.386, -1.957)
H (-0.694, -1.510, -2.987)
H (1.528, -0.963, -4.017)
H (3.341, 0.111, -3.466)
H (5.464, -0.246, -2.372)
H (6.782, -0.434, -0.292)
H (5.628, -0.918, 1.849)
H (3.145, -1.069, 1.900)
Br (1.232, 0.793, 8.565)
C (0.808, 0.055, 6.895)
C (0.921, -1.317, 6.707)
C (0.625, -1.859, 5.469)
C (0.237, -1.024, 4.427)
C (0.102, 0.350, 4.631)
C (0.378, 0.892, 5.873)
C (-0.050, -1.630, 3.124)
O (-0.412, -2.742, 2.911)
O (0.170, -0.769, 2.035)
H (1.233, -1.953, 7.525)
H (0.691, -2.928, 5.303)
H (-0.281, 0.981, 3.839)
H (0.254, 1.951, 6.059)
O (-2.620, 2.220, -0.012)
Cl (-1.681, 2.620, 0.980)
O (-2.278, 3.145, 2.143)
O (-0.656, 3.459, 0.456)
O (-0.977, 1.287, 1.461)

Properties
orbital gap: 5.619 eV
HOMO: -13.71 eV
charge: +2


Looking at energy for the records above, in order, we have -4617.06807, -5028.44493, -5662.13847, -6221.44879 Ha.
Looking at maximum force for the records above, in order, we have 0.73, 1.06, 4.55, 2.48 eV/Å.
Looking at ΔE to the lowest compared entry with this formula, charge and spin for the records above, in order, we have 21.7, 0.0, 0.0, 14.2 kJ/mol.